P) Entry from the Open Molecules 2025 dataset: the molecule CH2O (the ωB97M-V functional and the def2-TZVPD basis).

Geometry as ORCA input:
```
! wB97M-V def2-TZVPD RIJCOSX def2/J DEFGRID3
* xyz 0 1
O -0.38254 0.44053 0.29904
C 0.30771 -0.34887 -0.25786
H 1.30915 -0.19183 -0.17893
H -0.09507 -1.23916 -0.66621
*
```

Gap between HOMO and LUMO   0.4134 hartree
SMILES   C=O
LUMO level   1.0 eV

Löwdin charges in e: number 1, O, carries 0.0170; number 2, C, carries -0.1322; number 3, H, carries 0.0458; number 4, H, carries 0.0694

=====

Q) Entry from the Open Molecules 2025 dataset: the molecule CH2O (the ωB97M-V functional and the def2-TZVPD basis).

Geometry as ORCA input:
```
! wB97M-V def2-TZVPD RIJCOSX def2/J DEFGRID3
* xyz 0 1
C -0.56493 -0.03267 -0.02721
H -1.15768 -0.91371 0.06545
H -1.04011 1.11793 0.04877
O 0.69842 -0.00103 0.00613
*
```

Gap between HOMO and LUMO   0.3949 hartree
SMILES   C=O
LUMO level   0.5 eV

Löwdin charges in e: number 1, C, carries -0.1007; number 2, H, carries 0.0519; number 3, H, carries 0.1276; number 4, O, carries -0.0788

=====

Least stable: Q)

=====

P) Entry from the Open Molecules 2025 dataset: the ion CH3O2 with charge -1 (the ωB97M-V functional and the def2-TZVPD basis).

Geometry as ORCA input:
```
! wB97M-V def2-TZVPD RIJCOSX def2/J DEFGRID3
* xyz -1 1
O 0.66274 0.79051 0.64960
H 1.06576 0.00918 1.03417
O 0.07060 -1.33384 -0.24783
C -0.28322 -0.10876 -0.28974
H -0.26793 0.34310 -1.31212
H -1.24794 0.29980 0.16592
*
```

Gap between HOMO and LUMO   0.2824 hartree
SMILES   [O-]CO
LUMO level   5.1 eV

Here are the Löwdin charges for atoms 1 to 4, given in e: number 1, O, carries -0.2364; number 2, H, carries -0.0097; number 3, O, carries -0.2799; number 4, C, carries -0.5933

=====

Q) Entry from the Open Molecules 2025 dataset: the ion CH3O2 with charge -1 (the ωB97M-V functional and the def2-TZVPD basis).

Geometry as ORCA input:
```
! wB97M-V def2-TZVPD RIJCOSX def2/J DEFGRID3
* xyz -1 1
O -0.63883 -0.96696 -0.55897
H 0.20887 -0.99501 -1.01362
O 0.58139 1.20795 -0.47905
C 0.03062 0.35696 0.28042
H -0.87441 0.66843 0.84899
H 0.69235 -0.27139 0.92224
*
```

Gap between HOMO and LUMO   0.2928 hartree
SMILES   [O-]CO
LUMO level   5.1 eV

Here are the Löwdin charges for atoms 1 to 4, given in e: number 1, O, carries -0.2822; number 2, H, carries -0.0311; number 3, O, carries -0.2593; number 4, C, carries -0.5482

=====

Least stable: Q)

=====

P) Entry from the Open Molecules 2025 dataset: the molecule C5H6NOP (the ωB97M-V functional and the def2-TZVPD basis).

Geometry as ORCA input:
```
! wB97M-V def2-TZVPD RIJCOSX def2/J DEFGRID3
* xyz 0 1
C 2.63843 1.10071 -0.40208
C 1.65082 -1.41374 0.11231
C 0.33142 -1.22310 -0.56837
C -0.07436 0.29449 -0.45388
C 0.51176 0.73927 0.94166
N 3.20531 1.66678 -1.22650
O 2.35701 -2.40072 0.03608
P 2.24479 0.13544 1.04013
H 0.19446 -1.59666 -1.49478
H -0.32229 -1.68300 0.16948
H 0.47205 1.03108 -1.21324
H -1.04975 0.49378 -0.39370
H 0.33915 1.88414 1.06501
H -0.09919 0.26714 1.71516
*
```

Gap between HOMO and LUMO   0.3610 hartree
SMILES   N#CP1CCCC1=O
LUMO level   0.1 eV

Here are the Löwdin charges for atoms 1 to 4, given in e: number 1, C, carries -0.4736; number 2, C, carries -0.5210; number 3, C, carries -0.1228; number 4, C, carries -0.2159

=====

Q) Entry from the Open Molecules 2025 dataset: a structure of composition C5H6NOP (the ωB97M-V functional and the def2-TZVPD basis).

Geometry as ORCA input:
```
! wB97M-V def2-TZVPD RIJCOSX def2/J DEFGRID3
* xyz 0 1
C -0.66661 0.48655 0.13552
C -0.33200 -0.88703 -0.12545
C 0.15909 1.46647 -0.13456
C 0.86731 2.38747 -0.59186
C -1.35691 -1.87628 0.11201
N 2.24696 0.53180 1.18628
O 0.75393 -1.23639 -0.64769
P 2.63756 -0.67600 0.46739
H -1.64057 0.51334 0.55062
H 1.70515 2.77825 -0.00574
H 0.55410 2.85253 -1.46850
H -1.06154 -2.58224 0.76999
H -1.63166 -2.39373 -0.90826
H -2.23481 -1.36475 0.66025
*
```

Gap between HOMO and LUMO   0.3411 hartree
LUMO level   -0.1 eV

Here are the Löwdin charges for atoms 1 to 4, given in e: number 1, C, carries -0.0511; number 2, C, carries -0.4981; number 3, C, carries -0.1111; number 4, C, carries 0.0292

=====

Least stable: Q)

=====

P) Entry from the Open Molecules 2025 dataset: a structure of composition C4H11PS (the ωB97M-V functional and the def2-TZVPD basis).

Geometry as ORCA input:
```
! wB97M-V def2-TZVPD RIJCOSX def2/J DEFGRID3
* xyz 0 1
C 0.82789 1.27526 1.84347
C -0.21244 -1.07662 0.57009
C 0.55564 1.04711 -0.90297
C -0.66936 1.15163 -2.46270
P -0.43005 0.74966 0.60808
S -0.15787 -0.06311 -3.56822
H 1.11012 2.32049 1.70094
H 1.73774 0.68599 1.64415
H 0.47717 1.00704 2.76495
H -0.66599 -1.55140 -0.30685
H -0.74109 -1.37700 1.60533
H 0.94627 -1.47225 0.69039
H 0.99312 1.99054 -0.98241
H 1.28027 0.26023 -1.14447
H -1.63998 0.89685 -1.85854
H -0.55946 2.16273 -2.76451
H -1.00031 -0.96864 -2.93900
*
```

Gap between HOMO and LUMO   0.3328 hartree
LUMO level   0.9 eV

Here are the Löwdin charges for atoms 1 to 4, given in e: number 1, C, carries -0.3142; number 2, C, carries -0.3637; number 3, C, carries -0.3760; number 4, C, carries -0.5987

=====

Q) Entry from the Open Molecules 2025 dataset: a cluster of 2 separate species, C4H11PS in total (the ωB97M-V functional and the def2-TZVPD basis).

Geometry as ORCA input:
```
! wB97M-V def2-TZVPD RIJCOSX def2/J DEFGRID3
* xyz 0 1
C 2.14673 -0.73728 -1.34270
C 2.98185 0.38571 1.07046
C -4.06807 0.38656 -0.35036
C -1.39088 0.17940 0.56548
P 1.97200 0.81462 -0.39541
S -2.44239 -0.47859 -0.51226
H 2.65476 -0.62341 -2.28246
H 1.22052 -1.12093 -1.49826
H 2.70692 -1.48971 -0.66745
H 2.24048 -0.10565 1.80219
H 3.21880 1.29963 1.59401
H 3.70144 -0.41946 1.05506
H -4.72745 -0.16620 0.33269
H -4.43957 0.16591 -1.29143
H -3.83661 1.46683 -0.05530
H -1.61395 0.40955 1.68549
H -0.32458 0.03302 0.29026
*
```

Gap between HOMO and LUMO (alpha / beta)   0.2861 / 0.2477 hartree
LUMO level (alpha / beta)   0.3 / -0.3 eV

Here are the Löwdin charges for atoms 1 to 4, given in e: number 1, C, carries -0.3933; number 2, C, carries -0.4283; number 3, C, carries -0.3615; number 4, C, carries -0.5135

=====

Least stable: Q)